ORCA calculation (ωB97M-V/def2-TZVPD) on 11 unconnected molecules or ions with the total composition C44H85NO20S10 at a distorted geometry.

Geometry as XYZ:
```
160
Properties=species:S:1:pos:R:3:forces:R:3
O 0.467 2.146 1.426 -0.600 1.901 1.641
S 0.568 1.175 0.409 1.356 -2.878 -1.776
O 0.447 1.519 -0.989 -1.192 0.365 0.064
C 2.160 0.326 0.451 -0.370 -0.485 3.796
C 1.878 -1.086 1.000 -1.812 0.614 -2.440
C 0.420 -1.482 0.533 1.479 1.189 0.783
C -0.464 -0.290 0.820 -1.732 0.384 0.690
H 2.881 0.823 1.137 -0.638 0.081 -0.731
H 2.522 0.292 -0.512 0.659 0.054 -2.087
H 2.436 -1.763 0.370 0.980 -0.573 1.088
H 1.807 -1.132 2.060 0.954 -0.244 0.910
H 0.266 -2.420 1.058 -0.933 -0.051 -0.225
H 0.502 -1.572 -0.528 -0.213 -0.627 -0.755
H -0.853 -0.199 1.892 0.856 -0.072 -1.490
H -1.351 -0.237 0.145 0.624 0.093 0.460
O -1.005 -5.889 -3.460 -0.593 -0.237 0.608
S 0.173 -5.336 -2.846 0.476 0.588 -1.122
O 0.870 -4.374 -3.695 -0.132 -0.436 1.128
C -0.153 -4.711 -1.166 0.306 0.379 -0.371
C 0.488 -5.745 -0.183 -0.670 0.538 -0.816
C 0.616 -7.058 -0.949 0.177 0.762 -0.656
C 1.189 -6.709 -2.331 0.118 -0.105 0.168
H -1.243 -4.496 -1.148 0.663 -0.434 0.343
H 0.418 -3.777 -1.076 -0.353 -0.118 -0.243
H 1.433 -5.335 0.091 0.886 0.186 0.163
H -0.106 -5.793 0.711 -0.332 -0.345 0.399
H -0.373 -7.421 -1.026 -1.205 -0.604 -0.563
H 1.163 -7.866 -0.532 0.818 -0.373 0.862
H 1.104 -7.485 -3.087 -0.280 -0.059 -0.011
H 2.243 -6.431 -2.287 -0.087 0.308 0.193
O 4.322 5.931 3.006 0.605 0.363 1.163
S 3.893 5.002 2.011 0.116 0.119 0.512
O 3.849 5.512 0.683 0.181 -0.057 -1.636
C 4.806 3.440 2.188 0.591 1.477 1.093
C 4.031 2.600 3.196 -1.466 1.178 0.515
C 2.746 3.397 3.696 -1.213 -0.853 -1.407
C 2.362 4.366 2.489 -1.186 -2.235 0.372
H 5.841 3.729 2.512 -0.931 -0.345 -0.394
H 4.786 3.044 1.216 0.253 -0.760 -1.296
H 3.522 1.779 2.685 1.054 -0.469 0.378
H 4.630 2.418 4.094 -0.119 -0.783 -0.500
H 2.941 3.899 4.637 -0.131 0.331 -0.074
H 1.905 2.615 3.827 1.234 1.431 -0.030
H 1.640 5.157 2.699 0.335 0.043 0.179
H 1.933 3.751 1.629 0.705 0.719 1.107
O 1.720 -1.121 -5.408 0.252 -0.506 -0.975
S 0.437 -0.472 -5.469 -1.202 1.576 -0.563
O -0.140 0.130 -6.698 1.237 -1.425 1.509
C -0.890 -1.396 -4.652 -0.056 -1.599 -2.159
C -1.155 -0.669 -3.407 -0.691 -0.743 2.126
C -0.975 0.781 -3.677 0.956 1.719 -0.216
C 0.479 0.828 -4.272 -1.718 0.961 -0.720
H -0.634 -2.459 -4.487 0.116 0.506 -0.332
H -1.730 -1.311 -5.385 0.558 -0.170 0.622
H -2.164 -0.948 -3.074 0.099 0.298 0.120
H -0.446 -0.991 -2.612 -0.316 0.195 -0.431
H -1.015 1.394 -2.721 -0.268 -0.523 -1.478
H -1.641 1.100 -4.537 0.369 0.022 1.338
H 1.267 0.688 -3.577 0.602 -0.408 0.844
H 0.647 1.717 -4.878 0.013 0.154 0.131
O 2.051 -1.424 -2.303 0.984 -0.897 -0.394
S 3.134 -2.430 -2.277 -2.864 -0.662 1.056
O 2.980 -3.408 -1.178 0.442 0.359 -1.122
C 3.391 -3.203 -3.942 -0.967 1.696 0.565
C 4.768 -2.658 -4.314 -1.035 0.583 1.372
C 4.951 -1.279 -3.612 1.742 -0.098 0.086
C 4.622 -1.555 -2.146 1.403 -0.848 -0.099
H 2.592 -2.682 -4.552 0.831 -1.027 0.666
H 3.226 -4.271 -3.810 0.197 0.239 -0.273
H 5.518 -3.346 -3.923 0.347 0.124 -0.500
H 4.787 -2.442 -5.339 0.467 -0.429 -1.628
H 4.422 -0.364 -4.007 0.186 -1.402 0.308
H 6.042 -1.086 -3.705 -0.663 0.312 0.137
H 4.412 -0.677 -1.614 -0.355 1.333 0.844
H 5.342 -2.173 -1.531 -0.542 0.526 -1.091
O -4.942 0.790 -1.876 0.095 -0.538 0.069
S -5.465 0.045 -0.752 0.234 -0.140 -2.036
O -5.917 0.827 0.343 -1.044 0.496 1.561
C -6.711 -1.134 -1.311 -0.988 -0.683 1.426
C -6.628 -2.269 -0.193 1.458 2.128 -0.696
C -5.104 -2.538 -0.126 0.525 -1.152 0.182
C -4.354 -1.199 -0.160 1.339 -0.013 -0.111
H -6.524 -1.438 -2.344 0.336 -0.150 0.303
H -7.705 -0.694 -1.269 0.074 0.456 -0.102
H -6.949 -1.801 0.785 0.044 -0.734 -1.080
H -7.151 -3.165 -0.456 -0.572 -0.308 0.027
H -4.736 -3.196 -0.996 -0.754 0.884 1.307
H -4.884 -3.049 0.840 0.063 0.106 -0.844
H -3.519 -1.182 -0.891 -0.391 -0.160 0.421
H -3.942 -0.861 0.810 -0.414 -0.183 -0.456
O -3.025 1.520 1.277 0.207 0.552 -1.560
S -3.366 1.354 2.644 -2.144 -2.020 1.895
O -3.367 -0.027 3.133 0.104 0.450 -0.200
C -2.359 2.350 3.633 -1.141 0.392 1.135
C -3.322 3.180 4.635 1.538 -0.446 -1.712
C -4.696 3.349 3.947 -0.371 1.193 -1.559
C -5.001 2.031 3.128 0.929 0.847 0.160
H -2.032 2.963 2.831 0.972 1.246 -0.203
H -1.558 1.678 3.952 -0.013 0.433 0.503
H -3.520 2.699 5.566 0.334 -0.756 0.623
H -2.739 4.086 4.853 -0.685 0.024 -0.065
H -4.772 4.298 3.239 0.434 -2.051 1.283
H -5.439 3.547 4.735 0.068 -0.282 -0.405
H -5.512 2.170 2.198 -0.382 0.400 -0.471
H -5.520 1.218 3.637 0.248 0.210 0.369
O 4.345 1.657 -2.790 0.194 -0.607 -0.579
S 3.658 2.807 -2.272 -0.446 0.302 0.217
O 3.009 2.645 -0.995 -0.050 0.306 0.277
C 4.781 4.164 -2.195 1.320 0.940 -0.577
C 4.285 5.165 -3.283 0.680 0.415 0.427
C 2.760 5.029 -3.367 -0.011 0.185 -0.192
C 2.481 3.539 -3.457 0.514 -0.739 -0.503
H 5.813 3.780 -2.387 -0.925 0.198 -0.047
H 4.799 4.610 -1.206 -0.461 -0.053 0.188
H 4.609 6.230 -3.091 -0.311 -1.253 -0.072
H 4.744 4.833 -4.218 -0.144 0.235 -0.165
H 2.362 5.535 -4.244 -0.032 -0.009 -0.024
H 2.297 5.496 -2.506 -0.115 -0.063 0.326
H 2.736 3.192 -4.493 -0.116 0.025 0.972
H 1.499 3.144 -3.176 0.116 0.403 -0.036
O -1.121 -1.587 5.862 -1.036 0.993 -0.031
S -0.045 -1.423 4.928 1.849 -1.503 1.040
O 0.083 -0.376 3.943 -0.684 0.032 -0.281
C 1.453 -1.408 5.938 0.392 1.387 -1.066
C 2.402 -2.335 5.210 -2.073 -0.953 -0.401
C 1.540 -3.601 4.895 2.317 0.506 -1.177
C 0.247 -3.139 4.302 -1.935 0.246 0.605
H 1.070 -1.596 6.926 0.418 -0.815 0.439
H 1.934 -0.434 5.951 -0.517 0.439 -0.041
H 2.770 -1.929 4.287 -0.301 0.729 -0.693
H 3.286 -2.464 5.736 1.513 -0.907 1.409
H 1.424 -4.120 5.806 -0.399 -0.804 0.975
H 2.071 -4.253 4.165 -0.332 0.272 0.610
H -0.637 -3.687 4.789 1.075 0.678 -1.406
H 0.264 -3.116 3.211 -0.313 -0.169 0.171
O -0.583 4.940 -4.130 -0.354 0.318 0.883
S -1.458 5.309 -3.017 -0.240 0.263 -0.979
O -2.058 6.643 -3.017 0.747 -1.005 0.364
C -2.800 4.119 -2.866 -0.768 0.224 0.776
C -2.861 3.651 -1.366 1.316 0.048 -0.593
C -1.908 4.583 -0.582 -1.276 1.345 -0.091
C -0.728 4.832 -1.445 2.006 -0.128 -1.222
H -2.584 3.266 -3.487 -0.010 -0.052 -0.473
H -3.699 4.672 -3.206 0.465 -0.487 0.185
H -3.873 3.559 -0.989 -0.007 0.132 0.093
H -2.370 2.665 -1.310 -0.487 0.132 -0.065
H -1.588 4.214 0.368 -0.070 -0.440 0.690
H -2.354 5.605 -0.455 0.017 -0.858 0.272
H -0.145 3.930 -1.766 -0.594 0.359 0.613
H 0.023 5.548 -1.058 -0.622 -0.087 -0.311
C -2.741 -4.559 2.806 0.176 -2.784 0.063
C -3.127 -4.844 4.157 0.648 -0.288 -0.606
C -3.377 -3.650 4.755 -0.499 -1.008 1.324
N -3.210 -2.667 3.872 0.345 -1.055 -1.617
C -2.857 -3.228 2.662 0.026 0.869 0.362
H -2.410 -5.407 2.134 -0.525 1.639 0.468
H -3.160 -5.824 4.589 0.000 -0.139 0.281
H -3.664 -3.500 5.772 -0.140 0.371 0.298
H -3.562 -1.755 3.911 -0.148 1.527 0.377
H -2.772 -2.597 1.829 0.339 0.664 -0.960
```
Forces are in eV/Å.

- Energy relative to the best compared isomer or geometry (same formula, charge and spin): 0.0 kcal/mol
- HOMO: -8.6 eV
- Kohn-Sham gap: 8.701 eV